Version one
C4H8O4 | ωB97M-V/def2-TZVPD

Computed properties:
2S+1: 1
Orbital gap (eV): 9.11
HOMO (eV): -9.616
Net charge: 0

Cartesian coordinates (Å):
C -1.383 -0.321 0.247
C -0.378 0.675 0.979
C 0.509 1.073 -0.108
C 1.096 -0.155 -0.924
H -2.664 0.256 -1.251
H -0.760 -1.196 -0.133
H -2.240 -0.442 0.732
H -0.516 1.605 1.444
H 0.890 -0.744 1.493
H 0.527 -0.024 -1.948
H 2.085 0.076 -1.241
H 2.137 -1.992 -0.352
O -1.760 0.583 -0.753
O 0.282 -0.103 2.080
O 1.233 2.170 -0.034
O 0.943 -1.462 -0.232

=====

Version two
C4H8O4 | ωB97M-V/def2-TZVPD

Computed properties:
2S+1: 1
Orbital gap (eV): 10.87
HOMO (eV): -10.123
Net charge: 0

Cartesian coordinates (Å):
C -0.859 -1.852 0.170
O -0.606 -0.580 -0.562
C 0.470 0.042 0.061
O 0.343 1.391 -0.327
C -0.814 2.011 0.262
C 1.641 -0.589 -0.391
O 1.606 -1.846 -0.188
O 2.454 0.245 -1.069
H -1.923 -2.242 -0.198
H -0.018 -2.676 0.170
H -1.202 -1.707 1.226
H 0.434 0.071 1.227
H -1.680 1.349 0.021
H -0.586 2.549 1.434
H -0.917 3.003 -0.442
H 1.657 0.829 -1.394

=====

Least stable = version one

=====

Version one
CH3Cl2OP | ωB97M-V/def2-TZVPD

Computed properties:
2S+1: 1
Orbital gap (eV): 8.43
HOMO (eV): -8.627
Net charge: 0

Cartesian coordinates (Å):
C 2.060 -0.316 -1.585
O 0.383 -0.684 1.152
P -0.333 0.184 0.230
Cl 0.698 -1.388 -2.140
Cl 1.140 1.169 -0.883
H 2.239 -0.746 -0.676
H -1.002 1.312 0.684
H -1.103 -0.641 -0.560

=====

Version two
CH3Cl2OP | ωB97M-V/def2-TZVPD

Computed properties:
2S+1: 1
Orbital gap (spin up / spin down) (eV): 9.63 / 4.66
HOMO (spin up / spin down) (eV): -11.638 / -8.925
Net charge: 0

Cartesian coordinates (Å):
C 0.592 -0.510 -0.169
O -0.394 1.388 1.866
P -0.484 1.054 0.454
Cl -1.885 -2.316 -0.573
Cl -0.106 2.662 -0.754
H 0.473 -0.585 -1.287
H 1.596 -0.389 0.136
H 0.208 -1.305 0.328

=====

Least stable = version one

=====

Version one
C49H43F5GeO6PS2W | ωB97M-V/def2-TZVPD

Computed properties:
2S+1: 1
Orbital gap (spin up / spin down) (eV): 7.10 / 7.10
HOMO (spin up / spin down) (eV): -10.817 / -10.816
Net charge: +1

Cartesian coordinates (Å):
W -1.003 1.530 -0.709
C -1.718 -0.868 -3.895
O -0.721 -0.224 -3.121
C 0.187 0.441 -3.982
C 1.071 1.384 -3.177
O 0.220 2.322 -2.516
C 0.882 3.514 -2.089
C -0.203 4.591 -1.942
O -1.370 3.952 -1.436
C -2.405 4.886 -1.139
H -1.262 -1.629 -4.537
H -2.424 -1.337 -3.215
H -2.263 -0.147 -4.518
H 0.819 -0.296 -4.499
H -0.380 1.020 -4.728
H 1.651 0.817 -2.436
H 1.742 1.911 -3.867
H 1.383 3.326 -1.121
H 1.619 3.823 -2.843
H 0.136 5.376 -1.249
H -0.435 5.052 -2.914
H -2.042 5.656 -0.452
H -2.770 5.355 -2.057
H -3.226 4.343 -0.674
O -4.505 2.777 -1.926
S -3.602 1.776 -1.466
O -3.111 1.953 -0.077
O -2.402 1.603 -2.316
C -4.380 0.173 -1.527
C -5.573 0.004 -2.203
C -6.125 -1.266 -2.303
C -5.470 -2.344 -1.729
C -4.273 -2.165 -1.057
C -3.697 -0.898 -0.956
P -2.127 -0.578 -0.040
C -1.359 -2.236 0.056
C -0.816 -2.613 1.283
C -0.355 -3.902 1.482
C -0.426 -4.831 0.456
C -0.922 -4.450 -0.780
C -1.374 -3.158 -0.987
C -2.849 -0.504 1.644
C -2.523 0.554 2.481
C -3.032 0.614 3.766
C -3.871 -0.390 4.220
C -4.190 -1.457 3.394
C -3.679 -1.521 2.112
H -6.047 0.870 -2.637
H -7.056 -1.414 -2.824
H -5.893 -3.334 -1.801
H -3.777 -3.019 -0.622
H -0.772 -1.898 2.090
H 0.046 -4.177 2.445
H -0.089 -5.845 0.616
H -0.964 -5.161 -1.590
H -1.760 -2.887 -1.958
H -1.869 1.326 2.093
H -2.777 1.438 4.414
H -4.281 -0.339 5.215
H -4.837 -2.243 3.756
H -3.921 -2.364 1.484
F 2.031 2.577 6.243
C 1.423 2.711 5.068
C 2.075 2.339 3.895
F 3.316 1.857 3.935
C 1.427 2.487 2.677
F 2.065 2.155 1.546
C 0.126 2.974 2.577
S -0.685 3.280 1.047
C -0.509 3.331 3.770
F -1.762 3.791 3.731
C 0.125 3.213 4.999
F -0.509 3.578 6.113
C 0.602 0.682 -0.208
Ge 2.237 -0.303 0.054
C 2.236 -1.263 1.795
C 3.083 -2.345 1.999
C 3.176 -2.957 3.235
C 2.444 -2.466 4.302
C 1.578 -1.403 4.107
C 1.462 -0.820 2.857
C 2.474 -1.671 -1.379
C 3.149 -1.345 -2.549
C 3.311 -2.275 -3.560
C 2.805 -3.554 -3.408
C 2.171 -3.904 -2.229
C 2.010 -2.967 -1.225
C 3.967 0.680 -0.159
C 4.105 2.019 -0.491
C 5.357 2.580 -0.681
C 6.494 1.804 -0.546
C 6.371 0.464 -0.218
C 5.117 -0.087 -0.031
H 3.667 -2.719 1.168
H 3.837 -3.803 3.367
H 2.539 -2.913 5.280
H 1.002 -1.026 4.940
H 0.753 -0.016 2.692
H 3.579 -0.357 -2.663
H 3.840 -2.005 -4.462
H 2.917 -4.282 -4.197
H 1.806 -4.910 -2.091
H 1.541 -3.238 -0.293
H 3.226 2.640 -0.583
H 5.444 3.627 -0.934
H 7.472 2.238 -0.691
H 7.249 -0.156 -0.110
H 5.023 -1.133 0.218

=====

Version two
C49H43F5GeO6PS2W | ωB97M-V/def2-TZVPD

Computed properties:
2S+1: 1
Orbital gap (eV): 6.92
HOMO (eV): -10.904
Net charge: +1

Cartesian coordinates (Å):
W -0.454 -0.199 -0.608
C 1.537 -4.962 1.731
O 0.823 -4.400 0.640
C 1.626 -3.550 -0.137
C 0.858 -3.013 -1.305
O -0.417 -2.403 -0.903
C -1.535 -3.338 -0.854
C -2.813 -2.597 -0.589
O -2.590 -1.814 0.560
C -3.785 -1.226 1.062
H 1.937 -4.174 2.381
H 0.841 -5.573 2.302
H 2.363 -5.586 1.375
H 2.054 -2.744 0.470
H 2.461 -4.110 -0.587
H 1.420 -2.228 -1.785
H 0.623 -3.784 -2.037
H -1.585 -3.848 -1.816
H -1.303 -4.052 -0.073
H -3.099 -1.959 -1.428
H -3.600 -3.338 -0.430
H -4.319 -0.681 0.280
H -4.437 -2.000 1.476
H -3.498 -0.526 1.848
O 2.839 1.666 0.270
S 1.809 0.803 0.729
O 0.445 1.400 0.829
O 1.558 -0.409 -0.177
C 2.300 0.050 2.230
C 3.635 0.209 2.572
C 4.131 -0.476 3.673
C 3.295 -1.308 4.391
C 1.955 -1.447 4.043
C 1.418 -0.759 2.963
P -0.388 -0.831 2.539
C -0.991 0.501 3.656
C -2.300 0.423 4.138
C -2.816 1.424 4.943
C -2.032 2.523 5.272
C -0.735 2.609 4.795
C -0.215 1.603 3.990
C -0.949 -2.320 3.451
C -1.076 -2.346 4.845
C -1.504 -3.493 5.491
C -1.823 -4.631 4.759
C -1.705 -4.614 3.380
C -1.271 -3.464 2.734
H 4.267 0.854 1.975
H 5.170 -0.365 3.955
H 3.684 -1.852 5.243
H 1.327 -2.097 4.627
H -2.915 -0.436 3.899
H -3.831 1.345 5.313
H -2.433 3.309 5.899
H -0.119 3.463 5.049
H 0.801 1.693 3.633
H -0.852 -1.466 5.433
H -1.597 -3.496 6.571
H -2.167 -5.524 5.267
H -1.956 -5.495 2.799
H -1.175 -3.453 1.667
F -2.050 6.581 0.938
C -2.131 5.338 0.505
C -2.328 4.306 1.411
F -2.462 4.578 2.704
C -2.402 3.005 0.955
F -2.635 2.034 1.840
C -2.274 2.692 -0.383
S -2.385 1.064 -1.078
C -2.109 3.746 -1.278
F -1.995 3.519 -2.583
C -2.028 5.063 -0.848
F -1.836 6.043 -1.722
C -0.674 -0.805 -2.331
Ge 0.535 1.012 -2.915
C 2.186 0.032 -3.277
C 2.176 -1.164 -3.997
C 3.354 -1.858 -4.234
C 4.559 -1.361 -3.755
C 4.584 -0.165 -3.052
C 3.404 0.529 -2.820
C -0.546 0.904 -4.554
C -1.938 0.943 -4.575
C -2.628 0.933 -5.776
C -1.938 0.885 -6.979
C -0.553 0.845 -6.973
C 0.139 0.849 -5.768
C 0.973 2.895 -2.645
C 0.909 3.616 -1.457
C 1.284 4.955 -1.431
C 1.725 5.576 -2.588
C 1.794 4.862 -3.774
C 1.418 3.528 -3.806
H 1.237 -1.551 -4.380
H 3.335 -2.778 -4.805
H 5.481 -1.897 -3.944
H 5.525 0.234 -2.694
H 3.437 1.468 -2.284
H -2.496 0.992 -3.654
H -3.712 0.967 -5.774
H -2.478 0.876 -7.918
H -0.003 0.809 -7.907
H 1.223 0.806 -5.781
H 0.575 3.147 -0.540
H 1.236 5.510 -0.501
H 2.016 6.619 -2.567
H 2.137 5.346 -4.681
H 1.461 2.984 -4.743

=====

Least stable = version two

=====

Version one
C9H14N2OS | ωB97M-V/def2-TZVPD

Computed properties:
2S+1: 1
Orbital gap (spin up / spin down) (eV): 7.66 / 7.06
HOMO (spin up / spin down) (eV): -7.273 / -6.989
Net charge: 0

Cartesian coordinates (Å):
C -3.162 0.335 0.068
C -0.961 -1.913 0.620
C 1.734 0.672 0.828
C 2.009 0.478 -0.602
C -1.816 -1.439 -0.603
C -1.297 -0.145 -1.154
C 0.959 -0.274 0.042
C 2.728 0.294 1.946
C 1.618 1.627 -1.552
N -3.011 -0.987 0.064
N -2.104 0.821 -0.743
O -4.035 0.940 0.626
S 0.793 -1.968 0.155
H -1.069 -1.125 1.367
H -1.185 -2.987 0.989
H 1.275 1.635 1.033
H 2.969 0.034 -0.757
H -1.985 -2.315 -1.337
H -0.618 -0.040 -1.932
H 2.233 0.164 2.943
H 3.686 0.880 2.164
H 2.951 -0.747 1.718
H 2.207 2.485 -1.812
H 0.799 2.192 -0.944
H 1.110 1.214 -2.533
H -3.859 -1.600 0.151
H -1.970 1.769 -0.747

=====

Version two
C9H14N2OS | ωB97M-V/def2-TZVPD

Computed properties:
2S+1: 1
Orbital gap (eV): 9.29
HOMO (eV): -8.563
Net charge: 0

Cartesian coordinates (Å):
C -0.562 -0.976 0.783
C 1.504 -0.390 -0.544
C 2.440 0.763 -0.251
C 1.964 1.431 0.993
C 0.458 1.416 0.928
C -2.866 -0.580 0.364
C -2.448 0.923 0.049
C 0.024 0.269 0.113
C 0.940 -2.344 -1.765
N -1.748 -1.362 0.725
N 1.717 -1.303 -1.278
O -0.753 2.070 -1.844
S -1.141 0.758 -1.261
H 0.028 -1.650 1.373
H 3.507 0.708 -0.233
H 2.188 1.420 -1.052
H 2.263 0.890 1.914
H 2.293 2.459 1.114
H 0.004 1.369 1.917
H -0.033 2.372 0.513
H -3.585 -0.713 1.196
H -3.268 -1.054 -0.565
H -3.228 1.581 -0.279
H -1.890 1.353 0.886
H 0.133 -2.023 -2.455
H 0.524 -2.906 -0.953
H 1.651 -3.151 -2.215

=====

Least stable = version one